Record 1
ORCA calculation (wB97M-V/def2-TZVPD) on C31H28CeCl3N3O2Si as an isolated structure at a distorted geometry.

Each line ends with the Löwdin spin population.
Cartesian coordinates (Å):
Ce -0.138482 0.601144 -0.157265  1.01
C -2.096456 -3.711363 0.254572  0.00
C -2.492689 -3.749969 1.587843  0.00
C -2.000006 -2.808021 2.468480  0.00
C -1.107363 -1.835086 2.011834  0.00
N -0.743153 -1.797449 0.718793  0.00
C -1.224560 -2.713955 -0.124549  0.00
C -0.577613 -0.761986 2.892137  0.00
C -0.421391 -1.003095 4.256035  0.00
C 0.046931 0.003955 5.086819  0.00
C 0.339735 1.252505 4.557014  0.00
C 0.179924 1.478135 3.192906  0.00
C -0.271301 0.485057 2.320672  -0.01
H -2.452910 -4.432545 -0.467050  0.00
H -3.188992 -4.503328 1.932757  0.00
H -2.316690 -2.799775 3.501096  0.00
H -0.909855 -2.629129 -1.159105  0.00
H -0.634026 -1.979892 4.674263  0.00
H 0.183819 -0.186365 6.143075  0.00
H 0.695862 2.045477 5.202409  0.00
H 0.425928 2.466795 2.810480  0.00
Cl -0.905892 3.011093 -1.281293  0.00
Si 0.967450 2.248719 -2.419933  0.01
Cl 1.550280 4.025150 -3.291107  0.00
Cl 2.132415 2.261313 -0.504248  0.00
N 1.821549 -1.172605 -0.849457  0.00
C 2.616905 -1.670056 0.261775  0.00
C 3.176260 -2.938755 0.202499  0.00
C 3.887293 -3.432532 1.285737  0.00
C 4.045285 -2.657432 2.426143  0.00
C 3.490862 -1.387806 2.478910  0.00
C 2.773315 -0.894285 1.398345  0.00
H 1.447564 -1.974959 -1.348188  0.00
H 2.407341 -0.676186 -1.519071  0.00
H 3.056134 -3.540960 -0.690867  0.00
H 4.319752 -4.422690 1.236289  0.00
H 4.599869 -3.042465 3.270959  0.00
H 3.604737 -0.776869 3.364303  0.00
H 2.344844 0.097959 1.465356  0.00
C -5.072742 -2.284628 -2.353235  0.00
O -4.284739 -1.242565 -2.918729  0.00
C -3.097372 -1.563774 -3.464095  0.00
C -2.567068 -2.848307 -3.530529  0.00
C -1.328938 -3.065076 -4.121478  0.00
C -0.603757 -2.012265 -4.660904  0.00
C -1.137646 -0.734172 -4.608627  0.00
C -2.361459 -0.509103 -4.005181  0.00
N -2.905136 0.807115 -4.060429  0.00
C -3.646361 1.503659 -3.231491  0.00
C -4.000052 1.312188 -1.880262  0.00
C -5.162276 2.000249 -1.445162  0.00
C -5.629938 1.864919 -0.169277  0.00
C -4.911928 1.054728 0.729588  0.00
C -3.752127 0.419140 0.359096  0.00
C -3.241419 0.550622 -0.950914  0.00
O -2.073995 0.069365 -1.265904  0.00
H -5.986994 -1.810259 -2.011205  0.00
H -4.556713 -2.737503 -1.503871  0.00
H -5.307195 -3.043786 -3.100973  0.00
H -3.121518 -3.682415 -3.126784  0.00
H -0.940521 -4.073785 -4.174048  0.00
H 0.349688 -2.182399 -5.140179  0.00
H -0.596551 0.102936 -5.031625  0.00
H -2.791038 1.237847 -4.968681  0.00
H -4.079326 2.377147 -3.710522  0.00
H -5.694782 2.620427 -2.156365  0.00
H -6.526340 2.376476 0.148309  0.00
H -5.267102 0.947780 1.746884  0.00
H -3.194233 -0.177751 1.071946  0.00

Cartesian forces (eV/Å) of the 2 atoms listed first:
Ce -0.1 -1.5 1.0
C 0.1 0.0 0.1

Output
Strongest force on any atom in eV/Å: 1.818
Kohn-Sham gap (alpha / beta) in eV: 7.312 / 7.300
Charge: +1
Multiplicity: 2
Relative energy (zero: lowest compared OMol25 entry of this formula, charge and spin) in kcal per mole: 0.0

Record 2
ORCA calculation (wB97M-V/def2-TZVPD) on C31H28IrN6O5S as an isolated structure at a distorted geometry.

Each line ends with the Löwdin spin population.
Cartesian coordinates (Å):
Ir -0.038806 -0.068055 -0.026156  1.48
O -1.336561 -0.299333 -1.593036  0.16
C -0.979475 -0.347486 -2.832848  0.01
C -1.885514 0.103058 -3.817795  0.01
C -1.576974 0.044523 -5.151490  0.00
C -0.364362 -0.501582 -5.579239  0.01
C 0.523736 -0.984413 -4.652164  -0.01
C 0.263331 -0.899132 -3.275519  0.02
C 1.218156 -1.405060 -2.354810  -0.01
N 1.214884 -1.188512 -1.070049  0.02
N 2.180207 -1.772085 -0.348380  0.00
C 2.197908 -1.413940 0.917898  0.01
O 1.358408 -0.590747 1.407238  0.05
C 3.216985 -2.021070 1.786278  0.00
C 3.989385 -3.084654 1.323807  0.00
C 4.909343 -3.679563 2.162757  0.00
C 5.070453 -3.216126 3.459772  0.00
C 4.301081 -2.161179 3.924801  0.00
C 3.372328 -1.565004 3.094181  0.00
H -2.813882 0.532028 -3.474846  0.00
H -2.278022 0.424464 -5.877788  0.00
H -0.122898 -0.531698 -6.630353  0.00
H 1.460694 -1.418077 -4.968696  0.00
H 2.019584 -2.027323 -2.743647  0.00
H 3.837733 -3.436258 0.315780  0.00
H 5.498826 -4.512709 1.809110  0.00
H 5.793673 -3.688540 4.106158  0.00
H 4.425840 -1.813961 4.940305  0.00
H 2.753760 -0.751217 3.443552  0.00
C -1.157690 -1.646102 3.366657  0.00
C -2.088934 -0.914388 2.402643  0.00
C -3.549522 -0.996336 2.828181  0.00
O -1.880683 -1.461287 1.114680  0.07
C -1.644419 0.614936 2.458100  0.01
O -1.958247 1.243054 3.448970  0.02
O -1.005134 1.035007 1.458924  0.05
H -1.446596 -2.691894 3.452812  0.00
H -1.197895 -1.175944 4.344791  0.00
H -0.138563 -1.595208 2.990602  0.00
H -3.845491 -2.031932 2.995647  0.00
H -4.194577 -0.548953 2.071366  0.00
H -3.673737 -0.433440 3.750849  0.00
H -2.613835 -1.211909 0.534862  0.00
S 1.163899 2.056864 -1.137624  0.47
C 0.005106 3.344318 -0.977295  0.16
N 0.494170 4.524131 -1.327869  0.40
N -0.098228 5.669657 -1.008152  0.27
C -0.627124 6.080051 0.191147  0.01
C -0.498932 5.337184 1.372097  0.06
C -0.963375 5.855775 2.563771  0.00
C -1.574025 7.101189 2.605183  0.06
C -1.728559 7.830135 1.433546  0.00
C -1.254361 7.334689 0.238710  0.05
N -1.261665 3.188686 -0.659426  0.50
N -1.932431 2.113321 -0.625344  0.76
C -3.190484 2.029502 -0.168827  0.05
C -3.927541 0.861412 -0.447364  0.08
C -5.227613 0.740022 -0.012914  -0.01
C -5.825598 1.762340 0.714675  0.10
C -5.105417 2.916356 1.000407  -0.01
C -3.809800 3.065455 0.566234  0.10
H 0.053480 6.392937 -1.704960  0.00
H -0.007659 4.378352 1.364675  0.01
H -0.839806 5.280482 3.467740  0.00
H -1.924134 7.501898 3.543943  0.00
H -2.220649 8.792024 1.456747  0.00
H -1.365450 7.908396 -0.670674  0.00
H -3.447353 0.086600 -1.026075  0.00
H -5.789445 -0.155224 -0.243261  0.00
H -6.845939 1.659404 1.050505  0.01
H -5.568635 3.711057 1.566669  0.00
H -3.246515 3.964426 0.770946  0.01

Cartesian forces (eV/Å) of the 2 atoms listed first:
Ir 0.0 -0.1 0.3
O -0.1 0.3 2.3

Output
Strongest force on any atom in eV/Å: 2.911
Kohn-Sham gap (alpha / beta) in eV: 7.329 / 5.194
Charge: 0
Multiplicity: 6
Relative energy (zero: lowest compared OMol25 entry of this formula, charge and spin) in kcal per mole: 0.0

Record 3
ORCA calculation (wB97M-V/def2-TZVPD) on C31H28N5O6SW as an isolated structure.

Each line ends with the Löwdin charge.
Cartesian coordinates (Å):
W -0.150779 -0.068778 0.352653  2.06
O -1.520913 0.922209 -0.460144  -0.21
C -1.870251 1.837152 -1.385985  -0.25
C -3.192254 2.232488 -1.483713  0.03
C -3.546926 3.160411 -2.448849  -0.03
C -2.589751 3.692052 -3.310245  -0.05
C -1.270037 3.299600 -3.189785  0.00
C -0.899904 2.365232 -2.225232  -0.13
C 0.484979 2.027926 -2.023463  0.01
N 0.924047 1.180000 -1.168563  -0.08
N 2.305290 1.157425 -1.078528  0.12
C 2.684690 0.340436 -0.173309  -0.39
O 1.795970 -0.404987 0.477466  -0.27
C 4.104529 0.149389 0.137536  -0.13
C 5.073753 0.897157 -0.532371  -0.01
C 6.411137 0.711321 -0.236922  -0.06
C 6.792022 -0.215748 0.726926  -0.06
C 5.831216 -0.958504 1.397756  -0.06
C 4.489534 -0.776922 1.103823  -0.01
H -3.921013 1.819402 -0.798492  0.13
H -4.577591 3.478761 -2.527591  0.12
H -2.876685 4.417206 -4.058435  0.12
H -0.508071 3.720611 -3.834748  0.13
H 1.236934 2.564765 -2.592231  0.15
H 4.762116 1.620116 -1.273591  0.12
H 7.161703 1.292889 -0.754941  0.11
H 7.839710 -0.358341 0.956967  0.11
H 6.127955 -1.675903 2.151252  0.11
H 3.738435 -1.352129 1.629329  0.09
S -0.401924 -3.461362 -2.809886  1.10
C 1.114803 -2.688355 -3.014031  -0.36
C 1.281954 -1.649742 -2.158498  -0.17
C 0.156153 -1.437136 -1.301616  -0.28
C -0.820154 -2.360697 -1.574608  -0.53
C -2.062447 -2.342787 -0.838415  -0.28
C -3.170701 -3.132277 -1.109156  0.01
C -4.326494 -2.944622 -0.376487  -0.02
C -4.347291 -1.948132 0.590540  -0.01
C -3.203250 -1.211489 0.814791  -0.09
N -2.064902 -1.428285 0.145598  0.00
H 1.807132 -3.045854 -3.760236  0.08
H 2.184795 -1.058525 -2.160226  0.10
H -3.116885 -3.863765 -1.904704  0.11
H -5.202717 -3.548501 -0.571089  0.12
H -5.233727 -1.738629 1.171552  0.12
H -3.182554 -0.433038 1.560529  0.12
O -0.285575 3.566464 1.917036  0.19
C -0.332043 2.381550 1.841882  -0.47
O 0.586593 1.583482 1.280224  -0.15
C -1.504769 1.513655 2.343337  -0.47
O -2.486093 1.909137 2.886460  0.18
O -1.276978 0.223754 2.026623  -0.25
C -0.882279 -2.585296 2.490666  -0.13
C -0.410458 -3.425596 3.701896  -0.13
N 1.030805 -3.636624 3.654010  -0.14
C 1.384989 -4.084954 2.312927  -0.13
C 1.137497 -2.962461 1.275034  -0.12
N 0.292158 -1.877011 1.875916  -0.19
C 1.024000 -1.251216 3.041048  -0.12
C 1.683788 -2.355038 3.893148  -0.13
H -1.618984 -1.851263 2.790642  0.10
H -1.307480 -3.229859 1.724255  0.12
H -0.916312 -4.391257 3.700941  0.13
H -0.653360 -2.926955 4.640663  0.13
H 0.794491 -4.971907 2.081061  0.13
H 2.435398 -4.375646 2.301152  0.13
H 0.608078 -3.341409 0.404254  0.11
H 2.065929 -2.522381 0.933354  0.10
H 0.276400 -0.711480 3.615032  0.12
H 1.756308 -0.539795 2.681532  0.10
H 1.611490 -2.096681 4.949589  0.13
H 2.743050 -2.463095 3.653125  0.12

Cartesian forces (eV/Å) of the 2 atoms listed first:
W -0.2 0.5 0.5
O 0.1 0.0 0.2

Output
Strongest force on any atom in eV/Å: 0.762
Kohn-Sham gap in eV: 6.435
Charge: +1
Multiplicity: 1
Relative energy (zero: lowest compared OMol25 entry of this formula, charge and spin) in kcal per mole: 0.0